9
Properties=species:S:1:pos:R:3:forces:R:3:mulliken_charge:R:1 method="wB97M-V/def2-TZVPD" lumo_energy_ha=0.1651 mol_weight_g_mol=64.1 charge=-1 orbital_gap_ev=7.02 e_homo_ha=-0.0928 e_above_lowest_kj_mol=39.1
S -2.6601 0.1095 0.4947 -0.153 0.307 -0.671 -0.9025
H -2.8585 0.7519 -0.7048 0.100 -0.342 0.633 -0.0674
C 0.9372 0.3108 0.4224 0.816 -1.492 -0.032 -0.6477
N 0.9245 -0.7963 -0.5509 -1.611 -1.181 -1.445 -0.6641
H 1.9598 0.4534 0.7350 0.643 0.178 0.128 0.2740
H 0.3809 0.1319 1.3145 -0.822 -0.080 0.390 0.2306
H 0.6140 1.1973 -0.0491 -0.593 1.002 -0.324 0.2569
H 0.3676 -1.6659 -0.3076 0.913 1.714 0.518 0.2615
H 0.3347 -0.4927 -1.3543 0.706 -0.106 0.802 0.2588

7
Properties=species:S:1:pos:R:3:forces:R:3:mulliken_charge:R:1 method="wB97M-V/def2-TZVPD" lumo_energy_ha="-0.0976 / -0.0777" mol_weight_g_mol=121.5 orbital_gap_ev="7.36 / 8.32" e_homo_ha="-0.3682 / -0.3835" e_above_lowest_kj_mol=113.1
C -0.0151 -1.6709 -0.1078 0.066 -0.239 0.153 0.4911
N -0.2825 -2.7953 -0.2357 -0.079 0.596 -0.344 -0.3750
N 0.3395 -0.4731 0.3614 0.643 1.305 0.405 -0.2907
N -0.5651 1.3611 0.0283 2.358 0.370 -1.091 0.9761
O -1.6959 1.4003 0.2432 -1.490 -0.216 0.432 -0.4027
O 0.2871 2.1476 -0.2541 -1.108 -0.980 0.447 -0.4137
Cl 1.9321 0.0302 -0.0353 -0.390 -0.837 -0.001 0.0149

17
Properties=species:S:1:pos:R:3:forces:R:3:mulliken_charge:R:1 method="wB97M-V/def2-TZVPD" lumo_energy_ha=0.0340 mol_weight_g_mol=93.1 orbital_gap_ev=9.14 e_homo_ha=-0.3018 smiles=NCN.NCO e_above_lowest_kj_mol=52.3
N -1.4175 1.1492 3.1089 0.031 0.038 0.241 -0.6564
C -0.7708 0.5750 1.9428 0.654 -0.573 -0.512 -0.1510
N -0.5049 1.5531 0.9236 -0.848 0.124 0.418 -0.4020
H -2.3855 1.3651 2.9067 -0.082 0.012 -0.087 0.2272
H -1.4411 0.4489 3.8441 0.012 0.140 -0.018 0.2420
H -1.3389 -0.2808 1.5352 -0.153 0.146 -0.015 0.1967
H 0.1860 0.1419 2.2553 -0.047 0.069 0.184 0.2513
H -1.0609 2.3911 0.9632 0.418 -0.042 -0.175 0.1447
H 0.3289 1.5210 0.3740 -0.056 0.098 0.000 0.1523
N 1.3414 -1.8815 -2.8030 0.525 -0.048 -0.525 -0.6032
C 0.9724 -1.1628 -1.6113 -0.392 0.156 -0.725 -0.0391
O 0.3188 0.0929 -1.8683 0.417 -0.333 -0.252 -0.5340
H 2.2890 -1.7528 -3.1365 -0.073 0.204 0.315 0.2211
H 0.7276 -1.7555 -3.6010 -0.263 -0.110 0.404 0.2311
H 1.8603 -0.9948 -1.0039 0.050 -0.187 0.108 0.2588
H 0.2389 -1.7663 -1.0971 -0.134 0.011 0.510 0.2025
H 0.6562 0.3564 -2.7326 -0.058 0.294 0.129 0.2581

19
Properties=species:S:1:pos:R:3:forces:R:3:mulliken_charge:R:1 method="wB97M-V/def2-TZVPD" lumo_energy_ha="0.0116 / 0.0007" mol_weight_g_mol=152.2 orbital_gap_ev="7.50 / 7.85" e_homo_ha="-0.2639 / -0.2876" e_above_lowest_kj_mol=389.7
N 1.2821 1.8752 0.0658 2.287 -1.612 -2.538 -0.4835
C 1.0099 0.4920 0.0316 3.718 -2.061 -1.230 -0.0306
C -0.3661 0.0763 0.0645 0.152 -0.354 -0.035 0.6543
C -1.3802 0.9052 -0.3243 -1.332 0.579 0.787 -0.5109
C -2.6998 0.4607 -0.3577 0.610 -0.413 -0.665 -0.4002
C -2.9243 -0.9000 -0.2096 0.166 -0.897 0.736 -0.4461
C -1.8305 -1.6458 0.3373 -1.367 0.035 -2.042 -0.1496
N -0.6304 -1.1449 0.4888 0.510 -1.534 0.264 -0.5296
N 2.0636 -0.4755 -0.2754 -3.846 3.426 1.435 0.6550
N 3.3436 -0.0568 0.2728 1.462 -2.086 -2.243 -0.7384
O 1.8233 -1.6073 -0.7494 1.000 0.154 0.174 -0.6136
H 1.0221 2.2020 0.9183 -1.104 1.580 3.030 0.2301
H 2.2951 2.0752 -0.0384 -0.979 -0.371 -0.065 0.3339
H -1.2219 1.9437 -0.4284 0.414 0.901 -0.566 0.4034
H -3.4102 1.2110 -0.6541 -0.607 -0.214 -0.049 0.4023
H -3.8576 -1.4563 -0.4675 0.756 0.874 0.422 0.3169
H -1.9340 -2.7422 0.3324 0.080 0.494 0.847 0.3509
H 4.0848 -0.7200 -0.1701 -1.680 1.615 0.154 0.3080
H 3.3308 -0.4924 1.1635 -0.240 -0.117 1.587 0.2478

30
Properties=species:S:1:pos:R:3:forces:R:3:mulliken_spin:R:1 method="wB97M-V/def2-TZVPD" lumo_energy_ha="-0.6001 / -0.5913" mol_weight_g_mol=619.4 charge=+4 spin_multiplicity=8 orbital_gap_ev="4.14 / 4.98" e_homo_ha="-0.7522 / -0.7741"
Lu -1.1542 4.7098 -0.9056 0.225 -0.631 -0.025 0.0019
Gd -0.1448 1.3220 -1.0467 0.261 -0.443 -3.248 7.3712
Cl 1.1220 3.6053 -1.1358 -0.487 1.122 0.104 -0.0242
Cl -2.5391 2.6473 -1.0619 0.268 0.722 0.020 -0.0132
C -0.0982 0.0492 0.8048 0.551 -6.397 8.315 0.1535
C -1.2216 6.7638 -2.0428 1.428 5.730 -7.564 0.0003
C -1.7700 6.8646 -0.1860 -3.241 6.033 6.597 0.0008
O -0.0099 -0.7000 1.6995 -0.481 4.191 -5.013 -0.0079
O -1.1425 7.7409 -2.6882 -0.571 -5.254 3.906 -0.0001
O -2.1506 7.8503 0.3158 2.097 -5.063 -3.056 -0.0001
C 3.1353 -2.1519 -1.1526 0.880 0.120 -0.257 -0.0003
N 1.9035 -2.7552 -0.6835 -1.687 1.081 -0.344 0.0463
C 2.0694 -3.5687 0.5273 0.398 -0.639 0.244 0.0029
C 0.6855 -2.4179 -1.1461 1.072 -1.800 1.981 -0.0012
S 0.4310 -1.0061 -2.1410 -0.422 0.432 -0.395 -0.2792
N -0.3481 -3.2672 -0.8423 0.256 0.950 -1.675 -0.2138
C -0.1215 -4.7095 -1.0758 0.264 -0.563 0.272 -0.0028
C -1.7525 -2.8730 -1.0150 -0.253 0.040 0.238 0.0041
H 3.8354 -2.9624 -1.4229 -0.235 0.390 0.108 0.0011
H 3.5824 -1.5647 -0.3355 -0.068 -0.180 -0.281 0.0013
H 2.9783 -1.5170 -2.0250 0.025 -0.217 0.101 0.0004
H 1.1751 -3.5225 1.1544 0.086 -0.106 -0.207 -0.0026
H 2.3121 -4.6119 0.2603 -0.115 0.413 0.231 0.0007
H 2.9206 -3.1593 1.0928 -0.294 -0.143 -0.269 0.0013
H 0.3069 -5.1717 -0.1819 -0.137 -0.062 -0.219 -0.0118
H -1.0793 -5.1832 -1.2811 0.054 0.084 0.014 -0.0018
H 0.5466 -4.8718 -1.9331 -0.098 0.147 0.269 -0.0069
H -1.9297 -1.8811 -0.5887 -0.024 -0.194 -0.033 -0.0039
H -2.0620 -2.8737 -2.0761 0.207 -0.129 0.389 -0.0130
H -2.3458 -3.6127 -0.4607 0.042 0.366 -0.202 -0.0029

68
Properties=species:S:1:pos:R:3:forces:R:3:mulliken_spin:R:1 method="wB97M-V/def2-TZVPD" lumo_energy_ha="-0.0045 / -0.0174" mol_weight_g_mol=722.0 spin_multiplicity=4 orbital_gap_ev="7.47 / 8.72" e_homo_ha="-0.2790 / -0.3379" e_above_lowest_kj_mol=221.5
V 0.8046 0.5196 0.1507 0.517 -0.358 0.830 2.6196
O 3.4266 1.6782 0.4853 0.050 0.405 0.151 0.0154
C 3.2489 2.6366 1.5119 -0.022 -0.287 -0.401 0.0089
C 2.0262 2.3626 2.3471 -0.489 -0.098 -0.120 0.0521
N 0.7775 2.1429 1.5666 -0.086 0.646 0.334 0.0005
C -0.3207 1.8476 2.5335 0.239 -0.053 -0.463 0.0248
C -0.2912 0.3785 2.8873 0.314 -0.754 -0.864 0.0169
O -0.4613 -0.0394 4.0177 0.014 -0.107 -0.110 0.0066
O -0.0367 -0.3888 1.8363 -0.154 0.170 1.049 -0.1177
C 0.3971 3.2878 0.6935 -0.092 -0.530 0.136 0.0256
C -0.8146 2.8693 -0.1526 0.037 -0.841 0.025 0.0189
O -1.6829 3.6539 -0.4455 0.004 -0.088 -0.188 0.0105
O -0.8001 1.5724 -0.4627 -0.281 1.055 0.121 -0.0629
H 3.5263 0.7864 0.8451 -0.016 -0.112 0.108 0.0035
H 3.1774 3.6056 1.0215 0.012 0.039 -0.095 -0.0018
H 4.0978 2.6855 2.1923 0.235 -0.012 0.076 -0.0009
H 1.8800 3.1832 3.0542 -0.028 0.107 0.104 0.0007
H 2.1934 1.4525 2.9262 -0.064 -0.072 0.069 -0.0118
H -1.2834 2.0335 2.0581 -0.073 0.039 -0.037 -0.0007
H -0.2462 2.4570 3.4236 0.030 0.212 0.264 0.0000
H 1.2079 3.4998 0.0019 0.141 0.007 -0.032 0.0028
H 0.1582 4.1804 1.2651 -0.087 0.163 0.105 0.0005
N 1.1465 -2.6368 2.8382 0.258 -0.194 -0.482 0.0004
C 1.5101 -3.2956 1.5405 -0.424 -0.131 0.320 0.0039
P 2.8354 -2.3033 0.7869 1.000 1.019 0.299 0.0080
O 4.1106 -2.6386 1.4873 -0.414 0.066 -0.098 -0.0019
O 2.3901 -0.8489 0.7895 0.051 -0.284 0.063 0.0422
C 2.8777 -2.9779 -0.8791 0.188 -0.288 -0.362 -0.0037
N 4.0015 -2.3533 -1.6201 0.207 -2.614 0.662 -0.0004
H 1.9769 -2.3759 3.3641 0.210 0.037 0.040 -0.0001
H 0.5491 -3.1857 3.4381 -0.223 -0.262 0.131 0.0001
H 0.6364 -1.7653 2.5730 -0.382 0.826 -0.100 0.0132
H 0.6160 -3.3291 0.9167 -0.045 0.032 0.079 0.0003
H 1.8932 -4.2962 1.7139 -0.068 -0.096 0.113 0.0001
H 1.9422 -2.7569 -1.3893 -0.025 0.001 -0.067 0.0033
H 2.9712 -4.0604 -0.7560 0.140 -0.044 -0.169 0.0007
H 4.2231 -2.8641 -2.4620 0.060 -0.296 -0.092 -0.0001
H 4.8350 -2.3265 -1.0414 0.026 0.093 0.077 0.0003
H 3.4872 -1.2153 -1.9935 0.662 -1.037 0.275 0.0001
Ge -1.5297 -0.5567 -0.8819 -0.206 -0.080 0.180 0.2713
C -2.8227 -0.1144 0.4470 -0.528 0.065 0.381 -0.0347
C -3.1071 -1.0820 1.4128 -0.251 0.258 0.040 0.0138
C -4.1042 -0.8603 2.3594 0.035 0.043 -0.064 -0.0001
C -4.8278 0.3274 2.3326 0.048 -0.017 -0.034 0.0041
C -4.5496 1.2956 1.3699 0.049 -0.039 -0.021 -0.0027
C -3.5465 1.0816 0.4296 -0.125 -0.101 0.260 -0.0026
C -1.9306 -0.2838 -2.7054 -0.054 0.238 -0.459 -0.0064
C -2.4635 0.9197 -3.1687 0.040 -0.064 -0.109 -0.0004
C -2.7605 1.0657 -4.5167 0.004 -0.064 0.003 -0.0014
C -2.5242 0.0166 -5.3981 0.036 -0.049 0.052 0.0028
C -1.9880 -1.1826 -4.9393 -0.037 0.043 0.009 0.0000
C -1.6871 -1.3337 -3.5926 -0.167 0.253 -0.164 -0.0151
H -1.2810 -2.0469 -0.6192 0.312 -0.273 0.088 0.0190
H -2.5450 -2.0103 1.4305 -0.008 0.037 0.002 0.0004
H -4.3121 -1.6083 3.1186 0.016 0.083 -0.087 0.0000
H -5.6104 0.5005 3.0655 0.102 -0.009 -0.076 0.0004
H -5.1117 2.2246 1.3534 0.053 -0.105 0.007 0.0003
H -3.3146 1.8564 -0.2939 -0.050 -0.087 0.088 0.0018
H -2.6219 1.7489 -2.4857 0.043 -0.070 -0.069 -0.0001
H -3.1694 2.0009 -4.8801 0.025 -0.037 0.001 0.0000
H -2.7486 0.1377 -6.4520 0.014 -0.011 0.062 0.0000
H -1.7937 -1.9933 -5.6333 -0.015 0.074 0.047 0.0000
H -1.2534 -2.2606 -3.2368 0.021 0.003 0.014 -0.0008
O 1.3614 0.1468 -3.9708 0.098 0.030 0.841 0.0091
Se 1.6902 0.2330 -2.3989 0.678 0.308 -1.407 0.0362
O 1.5269 1.6680 -1.6228 0.083 -1.047 -0.164 -0.0003
O 0.7301 -0.8338 -1.4764 0.323 0.536 -0.282 0.0219
O 3.3076 -0.2318 -2.1103 -1.959 3.721 -0.890 0.0056

Copy entry 1 word for word.
9
Properties=species:S:1:pos:R:3:forces:R:3:mulliken_charge:R:1 method="wB97M-V/def2-TZVPD" lumo_energy_ha=0.1651 mol_weight_g_mol=64.1 charge=-1 orbital_gap_ev=7.02 e_homo_ha=-0.0928 e_above_lowest_kj_mol=39.1
S -2.6601 0.1095 0.4947 -0.153 0.307 -0.671 -0.9025
H -2.8585 0.7519 -0.7048 0.100 -0.342 0.633 -0.0674
C 0.9372 0.3108 0.4224 0.816 -1.492 -0.032 -0.6477
N 0.9245 -0.7963 -0.5509 -1.611 -1.181 -1.445 -0.6641
H 1.9598 0.4534 0.7350 0.643 0.178 0.128 0.2740
H 0.3809 0.1319 1.3145 -0.822 -0.080 0.390 0.2306
H 0.6140 1.1973 -0.0491 -0.593 1.002 -0.324 0.2569
H 0.3676 -1.6659 -0.3076 0.913 1.714 0.518 0.2615
H 0.3347 -0.4927 -1.3543 0.706 -0.106 0.802 0.2588